Here is a cluster of 11 separate species, H22O11 in total from the OMol25 dataset. Energies are from ωB97M-V/def2-TZVPD.

Bonds (Å) are listed after each position.
CARTESIAN COORDINATES (ANGSTROEM)
1 H 1.947 0.222 1.429  O33 0.937
2 H -3.114 -0.532 -2.604  O7 0.980
3 H 1.698 0.566 2.906  O33 0.986
4 H 2.484 -1.861 2.620  O14 0.985
5 O 0.936 3.027 1.947  H10 0.948, H25 0.957
6 H -0.817 -2.253 2.430  O8 0.945
7 O -2.346 -0.368 -2.018  H2 0.980, H13 0.970
8 O -0.734 -1.652 1.706  H6 0.945, H24 0.973
9 H 0.071 -2.302 -2.098  O26 0.976
10 H 1.175 2.130 1.760  O5 0.948
11 H 2.170 -1.260 -2.018  O19 0.969
12 O -2.264 0.386 3.400  H30 0.958, H32 0.955
13 H -1.661 0.013 -2.589  O7 0.970
14 O 2.137 -2.491 1.947  H4 0.985, H28 0.916
15 H -0.379 2.272 -1.814  O23 0.937
16 H -1.272 1.712 -3.530  O27 0.932
17 H -0.114 2.510 -0.380  O23 0.954
18 H -0.053 -0.318 0.945  O22 0.952
19 O 1.263 -0.935 -2.129  H11 0.969, H31 0.956
20 H 0.126 -0.048 -0.623  O22 0.974
21 H -1.376 -2.129 -2.658  O26 0.955
22 O 0.128 0.332 0.274  H18 0.952, H20 0.974
23 O -0.336 2.968 -1.187  H15 0.937, H17 0.954
24 H -1.511 -1.700 1.122  O8 0.973
25 H 1.794 3.444 2.019  O5 0.957
26 O -0.782 -2.752 -2.245  H9 0.976, H21 0.955
27 O -0.586 1.204 -3.155  H16 0.932, H29 0.961
28 H 1.342 -2.112 1.695  O14 0.916
29 H -0.239 0.624 -3.838  O27 0.961
30 H -1.693 -0.365 3.233  O12 0.958
31 H 1.357 -0.025 -2.405  O19 0.956
32 H -1.726 1.129 3.667  O12 0.955
33 O 2.374 0.564 2.189  H1 0.937, H3 0.986

Calculated values
Energy above the lowest of the compared OMol25 structures with the same formula, charge and spin (eV): 2.238
Spin multiplicity: 1
SMILES string: O.O.O.O.O.O.O.O.O.O.O


Here is a cluster of 11 separate species, H22O11 in total from the OMol25 dataset. Energies are from ωB97M-V/def2-TZVPD.

Bonds (Å) are listed after each position.
CARTESIAN COORDINATES (ANGSTROEM)
1 H 1.749 -2.668 -3.508  O27 0.962
2 O 0.006 2.118 -1.762  H19 0.968, H29 0.965
3 H 1.705 1.951 3.228  O33 0.963
4 O -1.368 3.223 0.992  H9 0.964, H13 0.979
5 H 3.478 1.170 -0.606  O21 0.962
6 H 0.162 0.154 -2.692  O14 0.974
7 H 0.246 -0.105 -0.683  O25 0.967
8 O 1.006 -2.480 2.037  H17 0.965, H32 0.966
9 H -1.128 3.969 1.553  O4 0.964
10 H -0.895 -0.732 -3.359  O14 0.964
11 O -1.127 -2.880 0.013  H15 0.968, H30 0.969
12 H 1.357 -2.033 -2.182  O27 0.965
13 H -1.563 2.494 1.614  O4 0.979
14 O -0.250 -0.727 -2.643  H6 0.974, H10 0.964
15 H -1.887 -3.477 0.073  O11 0.968
16 O -1.303 0.728 2.232  H23 0.980, H28 0.965
17 H 0.989 -1.539 1.824  O8 0.965
18 H 2.663 -0.098 -0.346  O21 0.973
19 H 0.211 2.672 -0.994  O2 0.968
20 H 0.192 0.619 0.661  O25 0.965
21 O 3.370 0.263 -0.909  H5 0.962, H18 0.973
22 H 0.189 1.973 3.015  O33 0.968
23 H -1.697 0.443 1.381  O16 0.980
24 H -2.123 -1.213 0.063  O31 0.980
25 O 0.690 -0.049 0.175  H7 0.967, H20 0.965
26 H -2.664 -0.176 -0.942  O31 0.964
27 O 1.833 -2.785 -2.557  H1 0.962, H12 0.965
28 H -1.538 0.032 2.858  O16 0.965
29 H 0.188 2.678 -2.526  O2 0.965
30 H -0.965 -2.774 -0.937  O11 0.969
31 O -2.686 -0.414 -0.008  H24 0.980, H26 0.964
32 H 0.234 -2.837 1.579  O8 0.966
33 O 0.924 2.501 3.357  H3 0.963, H22 0.968

Calculated values
Energy above the lowest of the compared OMol25 structures with the same formula, charge and spin (eV): 1.030
Spin multiplicity: 1
SMILES string: O.O.O.O.O.O.O.O.O.O.O


Here is a cluster of 11 separate species, H22O11 in total from the OMol25 dataset. Energies are from ωB97M-V/def2-TZVPD.

Bonds (Å) are listed after each position.
CARTESIAN COORDINATES (ANGSTROEM)
1 H 2.201 2.647 1.762  O6 0.964
2 O 3.043 -1.517 -0.679  H16 0.964, H32 0.964
3 H 3.087 1.417 -2.193  O19 0.964
4 O 0.762 -3.041 -1.940  H12 0.964, H21 0.964
5 O -4.792 -1.084 1.077  H15 0.964, H28 0.964
6 O 1.648 1.997 2.211  H1 0.964, H27 0.964
7 O 4.343 1.264 1.094  H14 0.964, H24 0.964
8 H -3.902 0.049 -0.999  O25 0.964
9 H 0.223 0.628 0.740  O33 0.964
10 O -0.008 -0.857 -0.107  H22 0.964, H29 0.964
11 H -0.429 -2.034 2.395  O20 0.964
12 H 0.406 -3.238 -2.814  O4 0.964
13 O -2.591 3.624 -0.643  H18 0.964, H31 0.964
14 H 3.941 2.077 1.421  O7 0.964
15 H -4.071 -1.648 0.774  O5 0.964
16 H 2.161 -1.901 -0.753  O2 0.964
17 H -0.622 -2.983 3.566  O20 0.964
18 H -1.892 4.051 -1.151  O13 0.964
19 O 2.683 0.569 -1.976  H3 0.964, H23 0.964
20 O -1.023 -2.714 2.732  H11 0.964, H17 0.964
21 H 1.709 -3.192 -2.034  O4 0.964
22 H -0.527 -1.551 0.314  O10 0.964
23 H 2.500 0.170 -2.835  O19 0.964
24 H 3.721 0.574 1.350  O7 0.964
25 O -4.224 0.515 -1.778  H8 0.964, H30 0.964
26 H 0.596 1.557 -0.404  O33 0.964
27 H 0.797 2.066 1.765  O6 0.964
28 H -4.387 -0.530 1.755  O5 0.964
29 H 0.287 -1.254 -0.935  O10 0.964
30 H -3.931 1.424 -1.646  O25 0.964
31 H -2.180 2.819 -0.310  O13 0.964
32 H 2.908 -0.718 -0.158  O2 0.964
33 O -0.165 1.190 0.060  H9 0.964, H26 0.964

Calculated values
Energy above the lowest of the compared OMol25 structures with the same formula, charge and spin (eV): 3.688
Spin multiplicity: 1
SMILES string: O.O.O.O.O.O.O.O.O.O.O


Here is a cluster of 12 separate species, H23O12 in total from the OMol25 dataset. Energies are from ωB97M-V/def2-TZVPD.

Bonds (Å) are listed after each position.
CARTESIAN COORDINATES (ANGSTROEM)
1 O -19.365 -0.883 7.789  H13 0.988, H32 0.971
2 H -21.116 0.477 9.456  O5 0.961
3 H -16.886 -1.885 9.004  O23 0.999
4 H -17.587 0.777 9.115  O31 0.958
5 O -21.795 1.044 9.080  H2 0.961, H9 0.912
6 O -19.658 0.461 12.433  H15 0.955, H24 1.015
7 H -18.325 -3.750 9.120  O33 0.922
8 H -22.049 -1.289 8.137  O20 0.972
9 H -21.571 1.114 8.199  O5 0.912
10 H -16.587 0.372 12.494  O17 0.965
11 H -18.150 -2.727 12.908  O19 0.966
12 O -22.144 -1.447 11.913  H26 0.924, H35 0.969
13 H -19.532 -1.131 8.731  O1 0.988
14 H -18.052 -3.088 10.500  O33 0.982
15 H -19.873 -0.113 13.165  O6 0.955
16 O -19.954 -4.143 8.371  H22 0.954, H30 0.958
17 O -16.532 -0.395 11.911  H10 0.965, H29 0.981
18 H -21.131 -1.712 9.161  O20 0.962
19 O -18.621 -3.118 12.161  H11 0.966, H25 0.929
20 O -21.658 -2.116 8.465  H8 0.972, H18 0.962
21 H -15.425 -1.356 9.327  O23 0.932
22 H -20.381 -3.296 8.273  O16 0.954
23 O -16.089 -1.382 8.673  H3 0.999, H21 0.932
24 H -19.804 -0.092 11.595  O6 1.015
25 H -18.637 -4.016 12.399  O19 0.929
26 H -21.753 -1.940 12.590  O12 0.924
27 H -18.619 0.115 10.091  O31 0.949
28 H -19.441 -1.573 10.473  O34 0.976
29 H -17.029 -0.118 11.112  O17 0.981
30 H -20.452 -4.556 9.077  O16 0.958
31 O -17.919 0.751 10.013  H4 0.958, H27 0.949
32 H -18.596 -1.378 7.464  O1 0.971
33 O -17.720 -3.235 9.588  H7 0.922, H14 0.982
34 O -20.147 -0.912 10.340  H28 0.976
35 H -21.380 -1.334 11.327  O12 0.969

Calculated values
Energy above the lowest of the compared OMol25 structures with the same formula, charge and spin (eV): 2.020
Spin multiplicity: 1
Total charge: -1


Record order is preserved below.
HOMO-LUMO gap: 0.3744 0.3799 0.3771 0.3378 Ha
Record order is preserved below.
E: -840.79788 -840.84229 -840.74460 -916.74816 Ha
Record order is preserved below.
Max |F|: 0.06261 0.01191 0.08437 0.06238 Eh/bohr